[1]
55
Properties=species:S:1:pos:R:3 method="wB97M-V/def2-TZVPD" molar_mass_g_mol=424.85 charge=+1 gap_ev=6.950 lumo_energy_ev=-2.9 spin_multiplicity=1
C -1.606 -3.624 -1.738
C -1.250 -2.319 -2.169
C 0.233 -1.858 -2.518
C 0.953 -1.083 -1.359
C 1.747 -1.707 -0.287
N 2.244 -0.619 0.504
P 3.294 -0.548 1.921
O 4.634 -1.516 1.668
Cl 2.134 -1.458 3.446
C 1.763 0.533 -0.070
N 0.982 0.329 -1.187
C 0.402 1.428 -1.977
C -1.039 1.926 -1.503
N -1.593 1.232 -0.312
C -1.658 2.132 0.882
C -0.271 2.752 1.294
C -3.018 0.911 -0.589
C -3.635 -0.513 -0.284
O -3.796 1.742 -1.028
H -1.489 -4.000 -0.680
H -2.025 -4.349 -2.495
H -2.035 -1.504 -2.251
H 0.815 -2.805 -2.720
H 0.143 -1.256 -3.470
H 1.951 -2.783 -0.092
H 5.299 -1.304 2.361
H 1.922 1.607 0.195
H 1.121 2.302 -1.878
H 0.400 1.171 -3.079
H -1.721 1.843 -2.405
H -0.943 3.042 -1.318
H -2.462 2.930 0.797
H -1.992 1.478 1.750
H -0.499 3.592 2.024
H 0.296 3.234 0.445
H 0.399 2.043 1.866
H -4.490 -0.759 -0.981
H -4.108 -0.432 0.747
H -2.870 -1.330 -0.213
C 2.040 5.847 0.305
O 2.031 4.691 -0.104
N 1.300 6.830 -0.268
N 2.790 6.240 1.365
H 1.293 7.781 0.051
H 0.731 6.576 -1.057
H 3.352 5.539 1.815
H 2.812 7.180 1.715
C -0.848 -5.979 1.523
O -1.476 -4.951 1.308
N -1.453 -7.184 1.680
N 0.508 -6.003 1.622
H -0.958 -8.039 1.857
H -2.456 -7.206 1.614
H 0.991 -5.129 1.512
H 1.041 -6.835 1.797


[2]
53
Properties=species:S:1:pos:R:3 method="wB97M-V/def2-TZVPD" molar_mass_g_mol=379.37 charge=+1 gap_ev=6.541 lumo_energy_ev=-4.9 spin_multiplicity=1
N 1.024 -5.392 1.970
P 1.803 -5.104 0.642
C 1.540 -3.305 0.254
N 2.561 -2.515 0.450
N 2.343 -1.253 0.186
C 1.222 -0.698 -0.227
C 0.120 -1.513 -0.416
C 0.260 -2.871 -0.194
C -0.891 -3.811 -0.402
C -2.056 -3.348 0.519
C -3.171 -4.398 0.672
C -4.022 -4.018 1.914
N -4.862 -2.830 1.663
H 1.654 -5.704 2.700
H 3.186 -5.340 0.834
H 1.375 -5.873 -0.461
H 3.132 -0.625 0.332
H 1.187 0.371 -0.409
H -0.821 -1.079 -0.737
H -0.589 -4.817 -0.100
H -1.228 -3.836 -1.445
H -2.481 -2.387 0.212
H -1.614 -3.208 1.517
H -3.874 -4.363 -0.172
H -2.738 -5.400 0.767
H -4.692 -4.830 2.212
H -3.375 -3.735 2.752
H -5.197 -2.819 0.707
H -4.362 -1.976 1.870
C -4.154 2.814 -3.274
O -2.900 3.500 -3.341
C -1.939 2.968 -2.599
O -2.037 1.987 -1.900
O -0.835 3.701 -2.756
C 0.272 3.228 -1.999
H -4.844 3.348 -3.921
H -4.052 1.791 -3.633
H -4.543 2.824 -2.257
H 0.536 2.215 -2.308
H 0.049 3.258 -0.933
H 1.116 3.883 -2.195
C 3.294 7.166 0.338
O 4.029 6.408 1.305
C 3.989 5.095 1.123
O 3.403 4.519 0.239
O 4.711 4.522 2.088
C 4.764 3.102 2.025
H 3.409 8.213 0.601
H 3.696 7.006 -0.661
H 2.237 6.907 0.371
H 5.227 2.775 1.093
H 3.766 2.675 2.127
H 5.376 2.768 2.858


[3]
50
Properties=species:S:1:pos:R:3 method="wB97M-V/def2-TZVPD" molar_mass_g_mol=438.96 charge=+2 gap_ev="9.441 / 7.521" lumo_energy_ev="-4.9 / -7.4" spin_multiplicity=3
Pd -0.188 0.309 0.556
C -0.301 2.009 3.203
C -1.357 2.548 2.202
N -0.975 2.364 0.820
C -0.020 3.334 0.249
C 1.459 3.026 0.556
S 1.936 1.319 0.460
C 2.557 1.176 2.218
C 1.580 0.343 3.041
N 0.146 0.644 2.745
H 0.663 2.670 3.204
H -0.694 2.021 4.248
H -2.280 1.922 2.365
H -1.676 3.591 2.411
H -1.853 2.519 0.319
H -0.228 3.442 -0.823
H -0.174 4.281 0.661
H 2.032 3.665 -0.147
H 1.633 3.444 1.564
H 3.621 0.780 2.165
H 2.547 2.228 2.502
H 1.712 -0.731 2.770
H 1.982 0.513 4.056
H -0.452 0.041 3.239
O -0.695 -0.016 -1.550
S -0.463 0.733 -2.848
C -2.110 1.007 -3.562
C -2.398 -0.110 -4.580
C -1.460 -1.237 -4.311
C -0.054 -0.609 -4.024
H -2.165 1.964 -4.107
H -2.767 0.870 -2.674
H -2.308 0.330 -5.596
H -3.520 -0.438 -4.592
H -1.478 -1.862 -5.171
H -1.837 -1.818 -3.409
H 0.368 -0.189 -4.897
H 0.648 -1.281 -3.522
C 0.587 -5.248 1.631
N 0.661 -3.858 1.061
C 1.166 -3.686 -0.168
C 1.093 -2.340 -0.391
N 0.449 -1.730 0.649
C 0.216 -2.668 1.558
H 0.376 -5.035 2.736
H 1.568 -5.726 1.572
H -0.296 -5.760 1.187
H 1.761 -4.441 -0.770
H 1.376 -1.728 -1.273
H -0.386 -2.581 2.470


[4]
45
Properties=species:S:1:pos:R:3 method="wB97M-V/def2-TZVPD" molar_mass_g_mol=260.44 charge=0 gap_ev=9.801 lumo_energy_ev=0.7 spin_multiplicity=1
C 2.097 6.359 -1.589
C 2.339 5.092 -0.700
H 2.941 4.235 -1.174
H 2.920 5.499 0.131
S 0.719 4.529 -0.276
C 0.339 3.504 -1.375
O 1.000 3.436 -2.237
C -0.816 2.699 -1.263
C -0.851 1.973 0.085
C 0.097 0.832 0.203
C 0.285 0.126 1.642
C 1.399 -0.840 1.648
C 1.150 -2.040 0.506
C 0.094 -2.946 0.800
C 0.223 -4.142 -0.324
C -1.130 -4.883 -0.193
C -1.575 -5.679 1.020
C -2.591 -6.655 0.932
H -2.164 -7.581 0.108
O -3.774 -6.100 0.736
H -3.670 -5.620 -0.292
H -2.597 -7.132 1.989
H -1.627 -4.957 1.884
H -0.517 -6.109 1.572
H -0.681 -5.837 -1.197
H -1.911 -4.443 -0.573
H 0.858 -4.715 0.055
H 0.570 -3.838 -1.159
H -0.169 -3.149 1.823
H -0.914 -2.356 0.476
H 2.270 -2.684 0.881
H 1.423 -1.605 -0.449
H 2.212 -0.384 1.697
H 1.082 -1.297 2.633
H -0.908 -0.368 1.610
H 0.312 0.757 2.493
H 0.058 0.103 -0.753
H 1.047 1.381 0.350
H -1.874 1.514 0.316
H -0.667 2.765 1.111
H -1.189 2.007 -1.877
H -1.669 3.641 -0.945
H 1.564 6.149 -2.546
H 1.459 7.259 -1.229
H 3.206 6.860 -2.064


[5]
47
Properties=species:S:1:pos:R:3 method="wB97M-V/def2-TZVPD" molar_mass_g_mol=434.82 charge=-1 gap_ev="5.352 / 5.655" lumo_energy_ev="2.3 / 2.4" spin_multiplicity=4
C -0.526 0.665 -3.948
C 0.902 0.901 -3.738
C 1.043 1.892 -2.683
C -0.288 2.278 -2.243
C -1.255 1.485 -2.997
Er -0.082 -0.356 -1.673
N -2.300 -1.045 -1.584
C -0.080 -2.115 -2.635
C 1.396 -2.013 -2.455
H 1.956 2.351 -2.367
H 1.696 0.502 -4.321
H -0.519 3.050 -1.566
H -2.314 1.532 -2.883
H -0.963 0.046 -4.692
H 1.866 -1.734 -3.358
H -0.431 -3.007 -2.164
H -2.922 -1.741 -2.252
H 1.747 -2.721 -1.730
H -0.442 -1.809 -3.670
C 1.943 1.854 1.099
Si 0.129 1.636 1.556
C 0.009 1.641 3.459
C -0.814 3.194 1.075
C -0.540 0.094 0.765
Si -0.236 -1.487 1.681
C -1.441 -1.748 3.116
C -0.420 -3.004 0.564
C 1.514 -1.570 2.412
H 2.378 2.663 1.707
H 2.060 2.126 0.042
H 2.528 0.944 1.282
H 0.323 2.632 3.825
H -1.025 1.486 3.803
H 0.642 0.895 3.959
H -0.297 3.764 0.290
H -1.829 2.958 0.722
H -0.911 3.865 1.947
H -1.646 0.198 0.624
H -2.471 -1.842 2.744
H -1.195 -2.679 3.648
H -1.424 -0.932 3.850
H 0.481 -3.235 -0.025
H -0.596 -3.863 1.235
H -1.284 -2.914 -0.112
H 2.274 -1.550 1.618
H 1.743 -0.763 3.121
H 1.622 -2.523 2.952


[6]
48
Properties=species:S:1:pos:R:3 method="wB97M-V/def2-TZVPD" molar_mass_g_mol=273.40 charge=+1 smiles=C#CCCC[N@+](CCCO)(C[C@@H](O)CN)OCCC gap_ev=9.924 lumo_energy_ev=-2.4 spin_multiplicity=1
C 0.377 -1.306 3.881
C 0.396 0.111 3.717
C 0.602 1.624 3.041
C -0.286 1.815 1.675
C -0.091 0.531 0.613
N -0.075 0.937 -0.833
C -1.291 1.834 -1.173
C -2.734 1.333 -0.670
C -3.476 0.160 -1.535
O -4.062 -0.931 -0.687
C -0.091 -0.213 -1.840
C -0.618 -1.653 -1.311
O -1.116 -2.391 -2.521
C 0.496 -2.633 -0.622
N -0.162 -3.987 -0.281
O 0.924 1.708 -1.250
C 2.183 1.688 -0.596
C 3.076 0.313 -0.619
C 3.896 0.172 0.832
H 0.604 -2.474 3.983
H 0.276 2.428 3.826
H 1.720 1.825 2.754
H -1.434 1.893 1.996
H 0.021 2.842 1.196
H 0.833 -0.145 0.954
H -1.027 -0.144 0.927
H -1.113 2.926 -0.720
H -1.366 2.046 -2.346
H -2.816 1.007 0.474
H -3.464 2.279 -0.736
H -2.836 -0.340 -2.373
H -4.421 0.637 -2.088
H -4.297 -0.579 0.221
H 0.996 -0.404 -2.300
H -0.742 0.033 -2.812
H -1.548 -1.624 -0.581
H -2.028 -2.768 -2.311
H 0.946 -2.247 0.390
H 1.431 -2.796 -1.346
H -1.201 -3.912 -0.390
H -0.028 -4.115 0.766
H 2.876 2.490 -1.157
H 2.223 2.067 0.537
H 2.470 -0.680 -0.723
H 3.867 0.406 -1.507
H 4.835 -0.521 0.684
H 4.124 1.204 1.332
H 3.151 -0.448 1.529